{
  "formula": "C46H47AsN4PS4SiTa",
  "method": "ωB97M-V with the def2-TZVPD basis set",
  "lumo_ev": -0.90,
  "mol_weight_g_mol": 1099.11,
  "e_homo_ha": -0.2788,
  "total_charge": 0,
  "e_tot_ha": -6516.572342,
  "e_above_lowest_kj_mol": 74.3,
  "multiplicity": 1,
  "species": ["Ta", "C", "N", "C", "C", "C", "C", "C", "C", "C", "N", "C", "C", "C", "C", "C", "C", "N", "C", "C", "H", "H", "H", "H", "H", "H", "H", "H", "H", "H", "H", "H", "H", "H", "H", "H", "H", "H", "H", "H", "N", "C", "C", "C", "C", "C", "C", "P", "C", "C", "C", "C", "C", "C", "C", "C", "C", "C", "C", "C", "H", "H", "H", "H", "H", "H", "H", "H", "H", "H", "H", "H", "H", "H", "H", "H", "S", "As", "S", "S", "S", "C", "C", "C", "C", "C", "C", "Si", "C", "C", "C", "C", "C", "C", "H", "H", "H", "H", "H", "H", "H", "H", "H", "H", "H"],
  "positions_angstrom": [[1.46670, -0.60929, -0.68359], [4.57691, -0.31524, -2.96291], [3.45975, 0.52015, -2.52770], [3.95938, 1.82148, -2.07477], [2.41769, 0.68785, -3.50966], [2.59875, 0.54670, -4.87778], [1.53452, 0.72002, -5.74984], [0.27564, 1.02481, -5.24829], [0.09304, 1.17888, -3.88636], [1.16512, 1.03921, -3.00554], [1.02945, 1.21012, -1.61019], [0.22248, 2.25432, -1.15731], [-0.13772, 3.36915, -1.92659], [-1.08163, 4.27579, -1.47420], [-1.66663, 4.11277, -0.22974], [-1.19973, 3.10582, 0.60190], [-0.24427, 2.20632, 0.15919], [0.42766, 1.28624, 1.05279], [-0.41422, 0.87048, 2.17801], [1.62313, 1.98498, 1.56123], [5.25098, 0.21747, -3.64553], [4.21128, -1.20956, -3.46425], [5.14914, -0.61902, -2.08540], [4.51265, 2.33610, -2.87083], [4.63777, 1.67041, -1.23422], [3.13213, 2.45414, -1.75732], [3.57673, 0.31408, -5.27761], [1.69119, 0.62360, -6.81577], [-0.56705, 1.15056, -5.91569], [-0.88048, 1.41939, -3.48968], [0.32291, 3.51583, -2.89316], [-1.36437, 5.11122, -2.10187], [-2.44302, 4.78149, 0.11662], [-1.59319, 3.03155, 1.60596], [-0.54327, 1.67734, 2.90807], [0.03822, 0.02438, 2.67609], [-1.38095, 0.56785, 1.80000], [1.34459, 2.91757, 2.06438], [2.29181, 2.23148, 0.73335], [2.14084, 1.35254, 2.27923], [-1.30934, -2.40267, 1.62274], [-2.67686, -2.44927, 1.87500], [-3.17019, -3.36143, 2.81596], [-4.51079, -3.39663, 3.14107], [-5.40272, -2.53099, 2.52204], [-4.93160, -1.62694, 1.58784], [-3.57641, -1.55536, 1.25792], [-2.96239, -0.26632, 0.08430], [-4.19711, 1.05169, 0.45671], [-4.93449, 1.72566, -0.51133], [-5.76614, 2.78006, -0.15568], [-5.87115, 3.18172, 1.16551], [-5.14643, 2.50997, 2.14130], [-4.31359, 1.46181, 1.78841], [-3.52109, -0.89275, -1.53948], [-3.99859, -2.18234, -1.74299], [-4.23719, -2.63934, -3.03205], [-4.00818, -1.81662, -4.12387], [-3.51453, -0.53318, -3.92929], [-3.26124, -0.08265, -2.64597], [-1.07069, -2.02265, 0.71273], [-0.82675, -3.27412, 1.78949], [-2.47578, -4.04581, 3.29108], [-4.86681, -4.10747, 3.87590], [-6.45578, -2.55396, 2.77034], [-5.62621, -0.95605, 1.09983], [-4.89579, 1.41377, -1.54553], [-6.33179, 3.28987, -0.92589], [-6.51755, 4.00720, 1.43438], [-5.24084, 2.79751, 3.18113], [-3.75639, 0.93555, 2.55546], [-4.17723, -2.83255, -0.89588], [-4.59161, -3.65097, -3.18523], [-4.20112, -2.17920, -5.12528], [-3.31189, 0.10159, -4.78344], [-2.84524, 0.90602, -2.48163], [2.11533, -4.04636, -0.71511], [1.69276, -3.94675, -2.99889], [-0.33898, -1.72944, -1.42943], [3.03634, -2.40392, -1.56148], [2.87311, -5.36201, -3.89029], [1.96406, -0.08439, 6.19346], [3.04842, 0.30685, 5.42286], [3.12503, -0.06881, 4.08848], [2.13017, -0.84853, 3.49821], [1.05562, -1.24961, 4.29727], [0.96726, -0.86575, 5.62561], [2.28454, -1.50836, 1.71879], [4.13726, -1.34199, 1.30848], [4.65777, -0.11384, 0.88880], [5.98299, 0.01129, 0.49568], [6.81428, -1.09951, 0.49959], [6.31914, -2.32348, 0.92960], [4.99670, -2.44091, 1.32907], [1.90604, 0.20211, 7.23569], [3.84467, 0.89277, 5.86499], [3.98963, 0.23499, 3.50904], [0.27943, -1.87474, 3.86690], [0.12688, -1.18832, 6.22791], [2.03786, -2.95316, 1.95419], [4.02389, 0.77188, 0.88235], [6.37308, 0.97254, 0.18123], [7.84308, -1.01049, 0.17550], [6.96709, -3.19071, 0.94678], [4.61406, -3.40346, 1.64820]],
  "atomic_forces_ev_per_a": [[-2.0, -0.3, -1.8], [0.2, 0.0, -0.1], [-0.2, -0.2, 0.2], [0.1, 0.2, 0.2], [0.0, 0.0, 0.2], [0.1, 0.0, -0.1], [0.0, 0.0, 0.1], [0.0, 0.0, 0.0], [0.1, -0.1, -0.1], [-0.1, 0.1, -0.2], [0.3, -0.4, 0.6], [-0.3, 0.2, 0.2], [0.2, -0.2, 0.0], [-0.1, 0.0, 0.1], [0.0, 0.0, 0.0], [0.0, 0.0, 0.1], [0.0, 0.2, 0.0], [0.2, -0.5, -0.8], [0.0, -0.1, 0.1], [0.2, 0.0, 0.1], [-0.1, 0.1, 0.0], [0.0, 0.1, 0.0], [0.0, 0.0, -0.1], [-0.1, -0.1, 0.0], [0.0, 0.0, 0.0], [0.0, 0.0, 0.0], [0.0, -0.1, 0.0], [0.0, -0.1, 0.0], [0.0, 0.0, 0.0], [-0.1, 0.0, 0.0], [-0.1, -0.1, -0.1], [0.0, 0.0, 0.0], [0.0, 0.0, 0.0], [0.0, 0.0, 0.0], [0.1, 0.0, 0.0], [0.0, 0.1, 0.0], [-0.1, 0.0, 0.0], [-0.1, 0.0, 0.0], [0.0, 0.0, 0.0], [0.0, 0.0, 0.0], [-0.1, 0.0, 0.0], [-0.2, 0.2, 0.1], [0.0, -0.1, 0.0], [0.1, 0.0, 0.0], [-0.2, 0.1, 0.0], [0.1, -0.2, 0.0], [0.2, 0.1, -0.1], [-0.7, -0.2, 0.1], [0.1, 0.0, 0.0], [-0.1, -0.1, 0.1], [0.0, 0.1, -0.1], [0.0, 0.0, 0.0], [0.0, 0.0, 0.1], [0.1, 0.1, -0.1], [0.2, 0.0, 0.1], [0.0, 0.1, 0.0], [0.0, -0.1, 0.0], [0.0, 0.0, 0.0], [0.0, 0.0, 0.0], [0.0, 0.0, 0.0], [0.1, -0.1, 0.2], [0.0, 0.0, 0.0], [0.0, 0.0, 0.0], [0.0, 0.0, 0.0], [0.0, 0.0, 0.0], [0.0, 0.0, 0.0], [0.0, 0.0, 0.0], [0.0, 0.0, 0.0], [0.0, 0.0, 0.0], [0.0, 0.0, 0.0], [0.0, 0.0, 0.0], [0.0, 0.0, 0.0], [0.0, 0.0, 0.0], [0.0, 0.0, 0.0], [0.0, 0.0, 0.0], [0.0, 0.0, -0.1], [0.0, -0.4, 0.0], [-0.2, -0.5, -0.3], [2.1, 1.3, 0.9], [-0.1, 0.7, 0.5], [-0.1, 0.3, 0.1], [0.1, 0.0, 0.0], [0.0, 0.0, 0.1], [0.0, 0.0, 0.0], [0.0, 0.0, -0.1], [0.1, -0.1, 0.0], [-0.1, -0.1, 0.1], [0.4, -0.1, 0.5], [-0.2, 0.1, 0.0], [0.0, 0.0, 0.0], [0.1, 0.0, 0.0], [0.0, 0.0, 0.0], [0.0, -0.1, 0.0], [0.0, 0.0, 0.0], [0.0, 0.0, 0.0], [0.0, 0.0, 0.0], [0.0, 0.0, 0.0], [0.0, 0.0, 0.0], [0.0, 0.0, 0.0], [-0.1, 0.0, -0.2], [0.0, 0.0, 0.0], [0.0, 0.0, 0.0], [0.0, 0.0, 0.0], [0.0, 0.0, 0.0], [0.0, 0.0, 0.0]]
}


{
  "formula": "C10H15N10OTe4W",
  "method": "ωB97M-V with the def2-TZVPD basis set",
  "lumo_ev": [-5.11, -5.11],
  "mol_weight_g_mol": 985.54,
  "e_homo_ha": [-0.3608, -0.3608],
  "total_charge": 1,
  "e_tot_ha": -2151.622451,
  "e_above_lowest_kj_mol": 480.8,
  "multiplicity": 1,
  "species": ["W", "Te", "Te", "Te", "Te", "N", "C", "N", "C", "C", "O", "C", "C", "H", "H", "H", "H", "H", "H", "H", "H", "N", "C", "N", "N", "N", "C", "N", "N", "H", "H", "H", "N", "C", "C", "C", "N", "H", "H", "H", "H"],
  "positions_angstrom": [[0.18633, 1.16770, -0.15457], [0.37123, 1.96220, -2.85677], [1.68903, 3.33610, -0.99637], [1.77043, 2.39150, 1.67393], [0.99533, -0.07830, 2.41723], [1.80053, 0.17820, -0.44777], [1.74063, -0.76160, 0.38663], [1.97113, -2.05660, 0.23143], [2.41253, -2.57300, -1.06227], [3.75183, -3.30570, -0.89777], [3.69073, -4.27030, 0.12283], [3.37873, -3.67750, 1.35373], [1.97943, -3.05330, 1.28133], [2.50913, -1.74160, -1.76667], [1.65033, -3.27100, -1.42447], [4.55023, -2.58260, -0.67957], [3.99953, -3.83840, -1.81567], [4.11553, -2.89760, 1.60783], [3.39933, -4.46500, 2.10633], [1.71283, -2.61150, 2.25073], [1.25103, -3.83790, 1.04453], [-2.39257, 0.85450, 1.83273], [-1.42437, 1.23500, 1.30733], [-3.89987, 0.63910, -0.65677], [-2.87997, -0.25370, -0.83097], [-2.82657, -1.46700, -0.25427], [-1.57197, -1.72910, -0.09447], [-0.73687, -0.72920, -0.49637], [-1.58267, 0.28360, -0.96747], [-4.67037, 0.43100, -1.28607], [-4.22497, 0.63750, 0.31303], [-1.19837, -2.64110, 0.32583], [-2.30007, 3.64280, -1.18657], [-3.11487, 4.61370, -0.77217], [-2.72447, 4.96180, 0.50613], [-1.64067, 4.14390, 0.78833], [-1.37397, 3.32410, -0.25047], [-2.26767, 3.21580, -2.11207], [-3.90627, 4.99220, -1.38707], [-3.14367, 5.69930, 1.15593], [-1.04577, 4.13210, 1.69093]],
  "atomic_forces_ev_per_a": [[2.1, 4.2, 0.4], [-0.3, -0.2, 0.0], [0.6, 0.8, -1.6], [-0.5, -0.4, 1.7], [0.4, -0.2, -0.3], [-0.1, 0.3, -0.6], [0.8, -0.8, 2.0], [-0.1, 0.3, -0.2], [0.2, -0.2, -0.5], [-0.1, 0.3, -0.3], [0.1, -0.2, 0.0], [-0.3, 0.1, 0.2], [0.3, -0.2, 0.6], [-0.1, -0.1, 0.1], [0.1, 0.0, 0.0], [-0.1, 0.0, 0.0], [0.0, 0.1, 0.0], [-0.1, -0.1, 0.0], [0.0, 0.1, 0.0], [0.1, -0.1, -0.3], [0.1, 0.1, 0.0], [0.8, 0.7, -0.2], [-0.8, -0.9, 0.6], [-0.9, 0.1, -0.7], [3.6, 0.5, 1.7], [-1.3, 1.1, -0.9], [1.6, 0.5, -0.1], [-4.5, 1.0, -2.3], [-2.6, -5.4, 0.5], [0.2, -0.1, 0.0], [0.5, -0.1, 0.0], [0.0, -0.2, 0.1], [0.5, -0.5, 0.0], [0.0, 0.2, 0.4], [0.0, 0.0, -0.2], [0.3, -0.6, -0.6], [-0.2, 0.1, 0.4], [0.2, 0.0, 0.5], [-0.1, 0.1, -0.2], [-0.2, 0.2, 0.0], [0.0, -0.2, -0.1]]
}


Question: What is the formula in the first record?
Answer: C46H47AsN4PS4SiTa


Question: Which formula does entry 2 have?
Answer: C10H15N10OTe4W